one) This record from the Open Molecules 2025 dataset describes one molecule with the formula C7H11NO. The level of theory is ωB97M-V/def2-TZVPD.

Calculated values
Molar mass = 125.2 g mol⁻¹
HOMO level = -9.0 eV
LUMO level = 0.724 eV
SMILES = CC(C)(C=O)CC=C=N

ORCA input file:
```
! wB97M-V def2-TZVPD RIJCOSX def2/J DEFGRID3
* xyz 0 1
C -1.85670 -1.65630 1.43539
C -0.53479 0.98618 -1.49774
C -1.01555 -1.36726 0.47937
C -0.14667 -0.18812 0.84735
C 0.50691 0.45490 -0.47357
C 1.32944 -0.62852 -1.12094
C 1.27611 1.70125 -0.05218
N -2.62681 -1.76594 2.42922
O -0.48844 2.15707 -1.78466
H -0.71768 -2.01046 -0.34332
H -1.39262 0.24974 -1.61993
H -0.75419 0.45521 1.46426
H 0.69234 -0.55890 1.44918
H 1.97304 -0.35353 -1.96451
H 0.73993 -1.42835 -1.57060
H 2.03163 -1.04180 -0.42292
H 2.06448 2.01310 -0.68134
H 1.78566 1.54745 0.85071
H 0.67043 2.58536 0.22702
H -3.53652 -1.15108 2.34921
*
```

***

two) This record from the Open Molecules 2025 dataset describes one molecule with the formula C7H11NO. The level of theory is ωB97M-V/def2-TZVPD.

Calculated values
Molar mass = 125.2 g mol⁻¹
HOMO level = -8.5 eV
LUMO level = 0.802 eV
SMILES = O[C@H]1/C=C\C=C/CNC1

ORCA input file:
```
! wB97M-V def2-TZVPD RIJCOSX def2/J DEFGRID3
* xyz 0 1
C 1.74145 -0.34464 0.23902
C 0.67638 -1.26719 -0.25095
C -1.78116 -0.90971 0.02653
C -1.86987 0.44726 -0.52972
C -0.95093 1.42733 -0.48096
C -0.02047 1.56850 0.59753
C 1.12451 0.90630 0.82474
H 1.90324 0.60454 -1.41619
H 2.46637 -0.76087 0.83784
H 0.32008 -0.77180 -1.16992
H 1.04810 -2.29391 -0.49551
H -0.24009 -1.05516 1.64452
H -2.08718 -1.62762 -0.76294
H -2.61586 -1.02950 0.72164
H -2.51853 0.58207 -1.42365
H -0.90387 2.21723 -1.08020
H -0.15884 2.36559 1.27368
H 1.80153 1.29776 1.66676
N -0.43172 -1.39312 0.70017
O 2.49685 0.03693 -0.92239
*
```

***

three) This record from the Open Molecules 2025 dataset describes one molecule with the formula C7H11NO. The level of theory is ωB97M-V/def2-TZVPD.

Calculated values
Molar mass = 125.2 g mol⁻¹
HOMO level (alpha / beta) = -7.9 / -7.5 eV
LUMO level (alpha / beta) = 0.454 / -0.348 eV

ORCA input file:
```
! wB97M-V def2-TZVPD RIJCOSX def2/J DEFGRID3
* xyz 0 1
C 0.77743 1.18346 -0.38581
C -0.36475 0.52606 0.12884
C 2.83546 0.74179 -1.52572
C 3.42412 0.98355 -2.67507
C -1.62938 1.37587 0.34841
C -1.01223 -2.07243 2.17174
C -1.21759 -1.58451 0.70817
N -0.19127 -0.61040 0.53358
O 1.83642 0.44251 -0.80712
H 0.72796 2.14852 -0.89968
H 2.83252 0.93953 -3.67741
H 4.44088 1.22406 -2.68492
H -2.42840 0.66330 0.24468
H -1.75933 1.96780 -0.57089
H -1.74077 2.04345 1.28003
H -0.03297 -2.32286 2.23055
H -1.39925 -1.22285 2.74405
H -1.68687 -2.98095 2.35155
H -1.19714 -2.31265 -0.12191
H -2.21483 -1.13325 0.60690
*
```

***

It comes down to one), which is 0.491 eV more stable than the next structure.

***

one) This record from the Open Molecules 2025 dataset describes one molecule with the formula C7H11NO. The level of theory is ωB97M-V/def2-TZVPD.

Calculated values
Molar mass = 125.2 g mol⁻¹
HOMO level = -7.6 eV
LUMO level = 0.265 eV

ORCA input file:
```
! wB97M-V def2-TZVPD RIJCOSX def2/J DEFGRID3
* xyz 0 1
C 1.50337 0.34514 1.80529
C 2.05051 -0.75470 1.33975
C 0.58065 1.42007 -0.18283
C -0.19732 -0.50585 -1.63335
C -0.91145 -0.59708 0.68718
C -1.75216 1.21873 -0.74973
C -0.55902 0.36531 -0.42831
N 2.40681 -1.65846 0.55696
O 1.34126 1.41450 0.74964
H 1.62284 0.60475 2.84942
H -0.03549 0.21488 -2.44537
H 0.64776 -1.06455 -1.50880
H -0.96075 -1.28223 -2.01293
H -0.32064 -1.45873 0.82429
H -1.87120 -0.83324 0.49217
H -0.89329 -0.09259 1.64080
H -2.67053 0.65243 -0.72658
H -1.85344 1.94162 0.04536
H -1.55358 1.70717 -1.64150
H 3.42569 -1.63717 0.33857
*
```

***

two) This record from the Open Molecules 2025 dataset describes one molecule with the formula C7H11NO. The level of theory is ωB97M-V/def2-TZVPD.

Calculated values
Molar mass = 125.2 g mol⁻¹
HOMO level = -9.5 eV
LUMO level = 1.042 eV
SMILES = [H]/N=C(/O)[C@H]1C[C@H]1C1CC1

ORCA input file:
```
! wB97M-V def2-TZVPD RIJCOSX def2/J DEFGRID3
* xyz 0 1
N -0.84040 -1.85279 -1.82072
C 0.22420 -1.10003 -1.78429
C 0.38402 0.34994 -1.53791
C -0.78940 1.24852 -1.25497
C 0.19024 0.95820 -0.15922
C -0.19837 0.11821 1.01505
C 0.84745 -0.29850 2.01329
C -0.19178 0.72316 2.39170
H 1.21886 0.76451 -2.10566
H -0.78244 2.23327 -1.72222
H -1.78148 0.80068 -1.16308
H 0.89971 1.75494 0.08003
H -0.98730 -0.61139 0.81564
H 0.77460 -1.29687 2.44579
H 1.86776 0.05198 1.84628
H 0.13080 1.76232 2.48310
H -0.97834 0.42700 3.08667
O 1.23194 -1.89006 -1.47517
H -1.69432 -1.31833 -1.69167
H 0.47424 -2.82475 -1.46265
*
```

***

three) This record from the Open Molecules 2025 dataset describes one molecule with the formula C7H11NO. The level of theory is ωB97M-V/def2-TZVPD.

Calculated values
Molar mass = 125.2 g mol⁻¹
HOMO level = -8.6 eV
LUMO level = 0.152 eV
SMILES = C=CC[C@@H]1CNC(=O)C1

ORCA input file:
```
! wB97M-V def2-TZVPD RIJCOSX def2/J DEFGRID3
* xyz 0 1
C 3.29632 -0.19459 -0.49397
C 1.99317 0.15950 0.19776
C 0.81706 -0.98354 0.13409
C -0.64249 -0.51049 0.71091
C -1.74766 -0.81728 -0.48292
N -2.34673 0.52314 -0.94258
C -1.20381 1.51072 -0.62815
O -0.61774 2.37897 -1.45622
C -0.91684 1.12158 0.94697
H 3.62787 -1.33499 -0.44700
H 3.86681 0.64503 -1.07791
H 1.92504 1.20560 0.71824
H 0.71955 -1.29854 -1.00584
H 1.21829 -1.96258 0.68719
H -1.07194 -1.19946 1.58618
H -2.63401 -1.49097 -0.07627
H -1.41536 -1.41824 -1.43114
H -2.98591 0.69522 -0.11773
H -0.05249 1.73055 1.47051
H -1.82915 1.24035 1.70788
*
```

***

It comes down to two), which is 3.201 eV more stable than the next structure.

***

one) This record from the Open Molecules 2025 dataset describes one molecule with the formula C7H11NO. The level of theory is ωB97M-V/def2-TZVPD.

Calculated values
Molar mass = 125.2 g mol⁻¹
HOMO level = -8.7 eV
LUMO level = 0.876 eV
SMILES = C=CC/C=[N+](\[O-])CC=C

ORCA input file:
```
! wB97M-V def2-TZVPD RIJCOSX def2/J DEFGRID3
* xyz 0 1
C -2.69286 -0.79842 1.12061
C 2.88335 0.89246 -1.03485
C -2.79238 -0.34798 -0.11947
C 2.20892 1.10470 0.11736
C -0.28746 0.16113 -0.37468
C -1.56667 -0.25930 -1.00000
C 1.71702 0.00257 1.00158
N 0.26952 -0.57980 0.45207
O 0.12648 -1.73817 0.74809
H -3.45977 -0.85963 1.77607
H -1.77043 -1.34338 1.43339
H 2.93307 1.77627 -1.60430
H 3.25598 -0.03056 -1.48436
H -3.78179 -0.06433 -0.45236
H 2.08659 2.19445 0.31083
H 0.05904 1.16947 -0.46709
H -1.42243 -1.23916 -1.55654
H -1.67642 0.46758 -1.80985
H 1.51302 0.34292 2.04449
H 2.39720 -0.85082 0.89899
*
```

***

two) This record from the Open Molecules 2025 dataset describes C7H11NO as an isolated structure. The level of theory is ωB97M-V/def2-TZVPD.

Calculated values
Molar mass = 125.2 g mol⁻¹
HOMO level = -7.0 eV
LUMO level = 0.539 eV

ORCA input file:
```
! wB97M-V def2-TZVPD RIJCOSX def2/J DEFGRID3
* xyz 0 1
C 0.06441 -1.63672 -0.26333
C 0.48084 1.50735 -0.62013
C 2.56765 0.37843 0.42100
C -2.42232 -0.96283 -0.03984
C -0.51423 0.71284 0.19968
C 1.30897 0.30259 -0.39430
C -0.97518 -0.57960 -0.07066
O -1.13085 1.43407 1.20661
N 0.93878 -0.79474 -1.05377
H -1.80519 2.02708 0.85567
H 0.50112 -2.02270 0.66830
H -0.29245 -2.46919 -0.87624
H 0.81244 2.40863 -0.09982
H 0.21064 1.70861 -1.65484
H 3.36386 0.82030 -0.18288
H 2.43548 1.01554 1.29683
H 2.87922 -0.61644 0.73601
H -2.57081 -1.94141 0.42183
H -3.04642 -0.26046 0.51246
H -2.80595 -1.03133 -1.06258
*
```

***

It comes down to two), which is 0.468 eV more stable than the next structure.

***

one) This record from the Open Molecules 2025 dataset describes C4H6S as an isolated structure. The level of theory is ωB97M-V/def2-TZVPD.

Calculated values
Molar mass = 86.2 g mol⁻¹
HOMO level = -8.3 eV
LUMO level = 0.991 eV

ORCA input file:
```
! wB97M-V def2-TZVPD RIJCOSX def2/J DEFGRID3
* xyz 0 1
C -1.24618 0.00604 -0.37720
C -0.63372 1.15560 -0.12011
C -0.22705 -1.04973 -0.19884
C 0.80149 -0.02434 0.47870
S 2.33042 0.17548 -0.41914
H -2.21179 -0.26280 -0.66319
H -0.89621 2.15350 0.07649
H -0.41459 -1.95235 0.40141
H -0.00498 -1.60698 -1.20616
H 0.78404 0.16113 1.50388
H 2.56093 1.03237 0.51499
*
```

***

two) This record from the Open Molecules 2025 dataset describes one molecule with the formula C4H6S. The level of theory is ωB97M-V/def2-TZVPD.

Calculated values
Molar mass = 86.2 g mol⁻¹
HOMO level = -8.7 eV
LUMO level = -0.138 eV
SMILES = C=CCC=S

ORCA input file:
```
! wB97M-V def2-TZVPD RIJCOSX def2/J DEFGRID3
* xyz 0 1
C 1.33263 -0.84817 -1.18147
C 0.11662 -0.77593 -1.62584
C -1.04102 -0.39656 -0.69837
C -0.79208 -0.00663 0.73456
H 1.77847 -0.35122 -0.31094
H 1.99460 -1.20299 -1.94420
H -0.08899 -1.19049 -2.60866
H -1.82679 0.25332 -1.03631
H -1.64009 -1.36958 -0.53095
H -1.45959 -0.63920 1.28918
S 0.22159 1.04149 1.36054
*
```

***

It comes down to two), which is 1.654 eV more stable than the next structure.